(1)
ORCA calculation (the ωB97M-V functional and the def2-TZVPD basis) on a structure of composition C20H24N4O5PRhS3.

Computed properties:
HOMO energy ... -8.378 eV
ΔE to the lowest compared entry with this formula, charge and spin ... 0.00 kcal per mole
Largest force on an atom ... 0.129 eV/Å
Orbital gap ... 0.3086 Eh

Element x y z (Å)
Rh1 -0.25060 1.15250 -0.26692
O1 -3.44935 1.12330 2.09937
C1 -2.39765 1.31083 1.52518
O2 -1.91990 0.51665 0.61233
C2 -1.57261 2.61331 1.76988
O3 -1.95911 3.45865 2.54426
O4 -0.51019 2.72139 1.02201
S1 1.05889 -0.05186 1.32235
P1 0.90000 -1.59893 0.02855
S2 -0.04899 -0.82339 -1.57476
C3 -0.02688 -2.96635 0.76049
C4 0.54147 -4.21316 0.99892
C5 -0.21597 -5.21399 1.59450
C6 -1.53077 -4.96682 1.95437
C7 -2.09634 -3.71772 1.72247
C8 -1.35107 -2.71667 1.12595
C9 2.51064 -2.29073 -0.41177
C10 2.61954 -3.05944 -1.56911
C11 3.83845 -3.61774 -1.91577
C12 4.95153 -3.40820 -1.10992
C13 4.84545 -2.63850 0.03836
C14 3.62489 -2.07608 0.38883
H1 1.56980 -4.41030 0.72557
H2 0.22596 -6.18468 1.77802
H3 -2.11820 -5.74731 2.42093
H4 -3.12004 -3.52089 2.01287
H5 -1.78354 -1.73715 0.95163
H6 1.75285 -3.21005 -2.20225
H7 3.92319 -4.21198 -2.81608
H8 5.90426 -3.84351 -1.38273
H9 5.71345 -2.47214 0.66301
H10 3.53579 -1.46308 1.27717
C15 4.68451 3.38831 -0.68430
N1 3.58244 2.60287 -1.18938
C16 2.34933 2.56120 -0.63845
N2 2.09711 3.33439 0.42333
O5 1.49440 1.82142 -1.18189
H11 5.52675 3.28213 -1.36251
H12 5.00610 3.06090 0.30861
H13 4.42393 4.44781 -0.64443
H14 3.73336 1.92517 -1.91578
H15 2.83891 3.81048 0.90144
H16 1.16744 3.30374 0.84452
C17 -4.04285 0.44785 -1.64350
N3 -3.97242 1.79386 -1.12412
C18 -5.04692 2.34729 -0.29575
C19 -4.42021 3.62929 0.28104
N4 -3.17491 3.72399 -0.48730
C20 -2.92996 2.60376 -1.17483
S3 -1.44575 2.31485 -2.00557
H17 -4.91483 0.34615 -2.29193
H18 -4.11292 -0.25282 -0.81108
H19 -3.13672 0.24010 -2.20568
H20 -5.30891 1.63578 0.48570
H21 -5.92049 2.54913 -0.91957
H22 -4.19781 3.53109 1.34369
H23 -5.04222 4.50593 0.11263
H24 -2.40233 4.30941 -0.21260

(2)
ORCA calculation (the ωB97M-V functional and the def2-TZVPD basis) on a cluster of 2 separate species, C5H11N2O7P in total.

Computed properties:
HOMO energy ... -10.076 eV
Largest force on an atom ... 1.334 eV/Å
SMILES ... [H]/N=C/C[C@H](OC=O)P(=O)(O)O.C[N+](=O)[O-]
Orbital gap ... 0.3591 Eh

Element x y z (Å)
H1 2.54571 -1.78889 1.77254
N1 1.70505 -1.25143 1.98130
C1 1.10530 -0.92090 0.91137
C2 -0.17180 -0.13344 0.94099
C3 -1.30214 -0.90515 0.22574
O1 -1.61952 -0.27031 -1.02747
C4 -1.20468 -0.97705 -2.12973
O2 -1.82342 -1.86092 -2.61862
P1 -2.86546 -1.00093 1.18075
O3 -3.99406 -1.39830 0.32899
O4 -3.02417 0.36362 1.96885
O5 -2.54140 -1.99402 2.38097
H2 1.46987 -1.20161 -0.08505
H3 -0.02513 0.78692 0.36936
H4 -0.40095 0.08733 1.98353
H5 -0.98344 -1.94080 0.06926
H6 -0.22990 -0.62325 -2.49378
H7 -3.19618 1.09193 1.35611
H8 -2.54516 -2.89000 2.01011
C5 2.87728 2.99487 -1.55051
N2 2.53764 1.65197 -1.00137
O6 1.99385 0.85693 -1.74380
O7 2.82483 1.44529 0.15652
H9 2.56098 3.02993 -2.58556
H10 2.35550 3.73020 -0.94604
H11 3.95139 3.11801 -1.45444

(3)
ORCA calculation (the ωB97M-V functional and the def2-TZVPD basis) on a cluster of 12 separate species, H23O12 in total.

Computed properties:
HOMO energy ... -5.842 eV
Total charge ... -1
ΔE to the lowest compared entry with this formula, charge and spin ... 96.92 kcal per mole
Largest force on an atom ... 2.593 eV/Å
Orbital gap ... 0.3194 Eh

Element x y z (Å)
O1 -0.44384 2.71766 0.49319
H1 0.52046 -1.11467 2.86650
H2 0.07928 1.39333 -1.43928
O2 -3.63195 -2.11229 -0.40609
H3 -3.25004 -2.97373 -0.57550
H4 -3.02505 -1.62047 0.16953
O3 4.09565 0.95999 -0.20605
H5 3.77046 1.35966 0.60296
O4 -0.16632 0.63903 -0.92896
H6 1.17230 0.25060 -2.83752
H7 -0.67577 -0.59130 -0.15817
O5 0.71560 -1.59266 3.68013
H8 -4.11234 1.67263 -1.02016
H9 1.99974 3.61302 -0.19290
O6 -1.30588 -1.06106 0.46408
H10 -1.28739 -0.68302 1.34409
H11 3.55578 0.15904 -0.18522
O7 1.40095 0.06216 -3.75863
H12 0.75955 -0.66278 -3.85796
H13 0.63588 1.53509 2.16570
O8 0.31822 -1.74518 -2.24617
H14 0.00195 -1.86735 -1.34980
H15 0.23783 -2.55921 -2.75016
O9 -4.26881 1.89042 -0.10744
H16 -3.74338 1.60734 0.63192
H17 -0.51065 1.74738 -0.05497
O10 0.57105 0.64460 1.82596
H18 -1.18880 2.48348 1.06567
H19 -0.01257 -2.58297 1.14587
O11 0.80378 -3.08960 1.26726
H20 1.13232 0.48888 1.06123
H21 0.87273 -0.97496 4.38171
O12 1.96925 2.65714 -0.23532
H22 0.63829 -3.62504 2.04644
H23 1.43349 2.38629 -0.95745

(4)
ORCA calculation (the ωB97M-V functional and the def2-TZVPD basis) on an isolated molecule of C2H5F2N.

Computed properties:
HOMO energy ... -9.612 eV
ΔE to the lowest compared entry with this formula, charge and spin ... 21.97 kcal per mole
Largest force on an atom ... 3.001 eV/Å
SMILES ... NCC(F)F
Orbital gap ... 0.3967 Eh

Element x y z (Å)
N1 0.40335 -1.23696 0.13746
C1 0.49412 0.22302 0.41670
C2 -0.87123 0.73402 -0.02660
F1 -1.03795 2.04993 -0.10094
F2 -0.83398 0.20501 -1.35596
H1 1.29070 -1.74654 0.21696
H2 0.14142 -1.34744 -0.88209
H3 1.35270 0.59055 -0.19821
H4 0.77466 0.38176 1.42757
H5 -1.71378 0.14666 0.36511

Number 1: calculated total energy -3018.43984 Ha. Number 2: calculated total energy -1174.63313 Ha. Number 3: calculated total energy -916.66795 Ha. Number 4: calculated total energy -333.66682 Ha.